1:
This record from the Open Molecules 2025 dataset describes C5H15N3 as an isolated structure. The level of theory is ωB97M-V with the def2-TZVPD basis set.

The molar mass comes out at 117.196 g mol⁻¹. The value obtained for the LUMO energy is -7.498 eV.

```
! RIJCOSX wB97M-V def2-TZVPD def2/J DEFGRID3
* xyz 2 1
C -1.476 0.906 -0.921
C 1.351 -0.794 -0.693
C 1.730 0.031 1.555
C -0.215 -1.258 0.992
C -0.083 1.041 0.385
N -2.408 -0.011 -0.645
N -1.219 1.574 -1.984
N 0.687 -0.235 0.519
H 0.765 -0.738 -1.671
H 2.258 -0.306 -0.943
H 1.672 -1.760 -0.415
H 1.424 0.414 2.620
H 2.183 -0.916 1.754
H 2.529 0.631 1.040
H -0.737 -1.763 0.157
H 0.168 -2.176 1.431
H -1.069 -0.734 1.483
H -0.375 1.384 1.353
H 0.624 1.780 -0.047
H -2.288 -0.620 0.177
H -3.125 -0.331 -1.341
H -0.471 2.276 -2.126
H -1.926 1.603 -2.681
*
```

2:
This record from the Open Molecules 2025 dataset describes an isolated ion of composition C5H15N3 and charge +2. The level of theory is ωB97M-V with the def2-TZVPD basis set.

The molar mass comes out at 117.196 g mol⁻¹. Its structure (SMILES) is [NH2+]=CNCCCC[NH3+]. The value obtained for the LUMO energy is -6.838 eV.

```
! RIJCOSX wB97M-V def2-TZVPD def2/J DEFGRID3
* xyz 2 1
N -3.915 0.325 1.586
C -2.850 0.686 0.841
N -1.645 0.092 1.049
C -0.356 0.674 0.603
C 1.073 0.202 0.773
C 1.868 0.147 -0.510
C 2.000 -1.142 -1.323
N 3.075 -0.899 -2.485
H -4.790 0.848 1.719
H -3.869 -0.288 2.351
H -2.825 1.491 0.221
H -1.583 -0.874 1.480
H -0.327 1.809 1.096
H -0.328 1.176 -0.469
H 1.287 -0.752 1.330
H 1.618 0.869 1.496
H 2.843 0.578 -0.266
H 1.412 0.906 -1.155
H 1.100 -1.445 -1.880
H 2.443 -1.990 -0.867
H 3.523 -1.730 -2.884
H 3.708 -0.133 -2.160
H 2.767 -0.496 -3.365
*
```

1 is the least stable structure shown above.